# 1
Entry from OMol25: C4H6Br2ClF in the gas phase (wB97M-V/def2-TZVPD).

net charge: 0
E_tot: -5864.0558 a.u.
structure (SMILES): C[C@H](Br)[C@](Cl)(Br)CF
E_HOMO: -10.2 eV
F_max: 6.13 eV Å⁻¹
LUMO energy: 0.44 eV
Kohn-Sham gap: 10.691 eV

```
14
C4H6Br2ClF | OMol25 | wB97M-V/def2-TZVPD
C 0.851 -1.867 0.363
C -0.780 1.753 -0.397
C 0.111 -0.434 0.655
C 0.001 0.477 -0.661
F -0.775 2.614 -1.379
Cl -0.647 -0.333 -2.069
Br -1.806 -0.767 1.109
Br 1.860 1.114 -0.904
H 0.380 -2.399 -0.359
H 1.900 -1.795 0.403
H 0.671 -2.382 1.270
H -1.888 1.461 -0.041
H -0.457 2.358 0.603
H 0.580 0.201 1.409
```



# 2
Entry from OMol25: a molecular structure, C15H17IrN3O2Si (wB97M-V/def2-TZVPD).

net charge: +1
E_tot: -1290.0366 a.u.
energy above the lowest of the compared OMol25 structures with the same formula, charge and spin: 2.818 eV
E_HOMO (alpha / beta): -9.9 / -9.9 eV
F_max: 3.43 eV Å⁻¹
LUMO energy (alpha / beta): -4.12 / -4.09 eV
Kohn-Sham gap (alpha / beta): 5.791 / 5.830 eV

```
39
C15H17IrN3O2Si | OMol25 | wB97M-V/def2-TZVPD
Ir 0.835 0.233 -0.973
O -1.096 0.116 2.191
C -0.034 0.915 1.582
N 0.993 0.213 1.115
C 1.410 -1.030 1.577
O 1.079 -1.542 2.616
C 2.385 -1.676 0.640
C 3.159 -2.742 1.037
C 4.083 -3.262 0.140
C 4.196 -2.689 -1.116
C 3.352 -1.645 -1.451
N 2.454 -1.158 -0.589
C -0.439 2.073 0.880
C -1.400 3.003 1.293
C -1.693 4.070 0.478
C -1.014 4.225 -0.735
C -0.088 3.277 -1.089
N 0.182 2.202 -0.326
H 3.024 -3.130 2.037
H 4.705 -4.102 0.419
H 4.918 -3.047 -1.836
H 3.389 -1.188 -2.430
H -1.893 2.902 2.252
H -2.433 4.798 0.785
H -1.214 5.059 -1.391
H 0.472 3.359 -2.013
C -1.873 -2.307 -1.128
Si -1.359 -0.552 -0.742
C -2.660 0.607 -1.441
C -1.976 -0.547 1.138
H -2.945 -2.399 -0.931
H -1.343 -3.039 -0.514
H -1.706 -2.563 -2.176
H -3.653 0.228 -1.187
H -2.604 0.661 -2.531
H -2.563 1.624 -1.053
H -2.938 -0.038 1.177
H -1.616 0.656 2.804
H -2.095 -1.568 1.492
```